1.
The following is a quantum chemistry calculation of a structure of composition C49H47AlFGe2N5P2Se3, from the Open Molecules 2025 dataset.

Last column: Mulliken spin population.
Cartesian coordinates (Å):
Al -0.5235 0.1839 -0.9017  0.281
Se 3.5386 0.2696 4.6829  0.000
P 1.4443 0.2896 4.7137  0.000
C 0.7293 -1.1584 5.5210  0.000
C -0.0587 -2.0845 4.8443  0.000
C -0.5323 -3.2093 5.5141  0.000
C -0.2263 -3.4022 6.8533  0.000
C 0.5672 -2.4812 7.5304  0.000
C 1.0561 -1.3663 6.8649  0.000
C 0.7440 1.7625 5.5091  0.000
C 1.1940 2.9992 5.0414  0.000
C 0.6532 4.1705 5.5507  0.000
C -0.3260 4.1110 6.5381  0.000
C -0.7642 2.8837 7.0111  0.000
C -0.2357 1.7038 6.4936  0.000
C 0.5992 0.3221 3.0964  0.001
C 0.9540 0.2447 1.7495  -0.005
N -0.1938 0.4627 1.0500  0.008
N -1.1813 0.6614 1.9155  0.002
N -0.7321 0.5851 3.1350  0.000
P 2.4392 -0.0533 0.7783  0.021
Se 1.8683 0.3379 -1.2878  0.076
C 3.7142 1.1167 1.2122  0.006
C 5.0285 0.7020 1.3866  0.002
C 5.9914 1.6371 1.7377  0.000
C 5.6369 2.9683 1.9100  0.002
C 4.3235 3.3818 1.7087  -0.001
C 3.3569 2.4566 1.3502  0.001
C 3.0163 -1.7399 0.9799  -0.004
C 2.8498 -2.4331 2.1768  -0.001
C 3.3509 -3.7213 2.2958  0.000
C 4.0118 -4.3163 1.2283  0.000
C 4.1706 -3.6308 0.0295  0.001
C 3.6729 -2.3416 -0.0996  0.003
H -0.3100 -1.9314 3.8010  0.000
H -1.1433 -3.9331 4.9859  0.000
H -0.6019 -4.2779 7.3730  0.000
H 0.8104 -2.6367 8.5757  0.000
H 1.7028 -0.6607 7.3749  0.000
H 1.9799 3.0332 4.2936  0.000
H 0.9954 5.1314 5.1812  0.000
H -0.7438 5.0276 6.9429  0.000
H -1.5250 2.8391 7.7825  0.000
H -0.5916 0.7469 6.8542  0.000
H 5.2912 -0.3444 1.2793  0.000
H 7.0174 1.3216 1.8922  0.000
H 6.3901 3.6921 2.2032  0.000
H 4.0547 4.4247 1.8334  0.000
H 2.3308 2.7691 1.1871  0.000
H 2.3529 -1.9771 3.0157  0.001
H 3.2266 -4.2580 3.2301  0.000
H 4.4058 -5.3226 1.3312  0.000
H 4.6789 -4.0996 -0.8065  0.000
H 3.7911 -1.8029 -1.0329  0.001
F -1.3469 -1.2748 -0.8067  -0.004
C -4.9005 0.5748 -2.7440  0.003
N -4.6842 0.5172 -1.2982  0.003
C -3.6036 0.9463 -0.6297  0.011
Se -2.1522 1.9578 -1.3104  0.082
N -3.7665 0.6568 0.6554  0.011
C -4.9637 -0.0221 0.8468  -0.001
C -5.5737 -0.5323 1.9872  0.001
C -6.8021 -1.1389 1.8119  0.001
C -7.4008 -1.2333 0.5431  0.002
C -6.7906 -0.7200 -0.5847  -0.001
C -5.5567 -0.1065 -0.3996  0.001
H -4.3716 1.4206 -3.1674  0.000
H -5.9660 0.6806 -2.9397  0.000
H -4.5376 -0.3326 -3.2087  -0.001
H -2.9675 0.7235 1.3007  0.000
H -5.1041 -0.4520 2.9632  0.000
H -7.3200 -1.5485 2.6719  0.000
H -8.3658 -1.7192 0.4493  0.000
H -7.2512 -0.7972 -1.5642  0.000
C -0.6283 -3.4798 -3.7097  0.004
Ge 0.5776 -2.1257 -4.4337  0.131
C 2.3597 -2.3350 -3.6627  0.010
C 0.6300 -2.2618 -6.3790  0.027
Ge -0.3215 0.0952 -3.7779  0.124
C 0.9601 1.5501 -4.1237  0.128
C 2.0058 1.3137 -5.0214  -0.036
C 2.8945 2.3295 -5.3626  0.003
C 2.7535 3.5935 -4.8023  0.005
C 1.7235 3.8426 -3.9028  -0.005
C 0.8381 2.8260 -3.5634  0.037
C -1.7873 0.4931 -5.0138  0.067
C -2.5369 -0.5609 -5.5512  0.009
C -3.5643 -0.3201 -6.4581  -0.016
C -3.8675 0.9863 -6.8256  0.032
C -3.1344 2.0445 -6.2967  -0.016
C -2.0993 1.7993 -5.4012  0.027
H -0.1110 -4.4430 -3.6605  -0.001
H -1.5072 -3.5948 -4.3496  0.000
H -0.9555 -3.2031 -2.7046  -0.003
H 2.9342 -3.0416 -4.2676  0.002
H 2.2759 -2.7228 -2.6453  -0.001
H 2.8922 -1.3840 -3.6327  -0.002
H 0.9364 -3.2830 -6.6287  0.006
H 1.3431 -1.5606 -6.8186  0.000
H -0.3575 -2.0715 -6.8042  -0.001
H 2.1257 0.3300 -5.4685  -0.016
H 3.6941 2.1341 -6.0681  -0.001
H 3.4466 4.3852 -5.0672  0.000
H 1.6080 4.8303 -3.4705  0.000
H 0.0475 3.0379 -2.8586  -0.024
H -2.3141 -1.5851 -5.2585  0.005
H -4.1277 -1.1483 -6.8778  0.000
H -4.6695 1.1785 -7.5296  0.002
H -3.3622 3.0655 -6.5902  0.000
H -1.5266 2.6324 -5.0074  0.001

As for the net charge: +1. For the electronic energy, the calculation gives -395990.443 eV. The value obtained for the LUMO energy (alpha / beta) is -2.096 / -4.188 eV. As for the multiplicity: 2.

***

2.
The following is a quantum chemistry calculation of a structure of composition C49H48AsF5N4O10Ti at a distorted geometry, from the Open Molecules 2025 dataset.

Last column: Mulliken charge in e.
Cartesian coordinates (Å):
Ti 0.8748 -1.1487 -0.3967  -1.376
O -1.4366 -2.8300 3.8687  -0.559
C -0.9801 -2.6477 2.6231  0.055
O -0.0482 -3.2466 2.1705  -0.345
C -1.7923 -1.6308 1.8748  -0.055
C -3.0786 -1.3440 2.3027  -0.677
C -3.8525 -0.4587 1.5673  -1.717
C -3.3093 0.1286 0.4454  -1.140
C -2.0070 -0.2090 0.0992  0.720
N -1.2563 -1.0692 0.7814  1.359
C -1.3306 0.3398 -1.1189  -0.612
O -2.2554 0.6211 -2.1030  -0.463
O -0.3408 -0.4394 -1.5550  -0.345
H -0.8619 -3.4749 4.3041  0.511
H -3.4654 -1.8313 3.1848  0.584
H -4.8672 -0.2341 1.8684  0.475
H -3.8691 0.8124 -0.1776  0.664
H -1.7673 0.5957 -2.9387  0.645
C 3.4543 -4.9016 -1.6864  -1.406
C 3.4914 -4.1884 -0.3820  0.009
N 2.7923 -3.1309 -0.0312  0.514
C 3.0511 -2.9224 1.2957  -0.828
C 3.9452 -3.8577 1.7582  0.116
N 4.2119 -4.6404 0.6743  -0.056
C 4.6057 -4.1535 3.0526  0.551
O 4.2236 -3.4477 4.0937  -0.625
O 5.4474 -5.0201 3.1056  -0.638
C 2.2559 -1.9269 2.0382  1.041
O 2.3485 -1.8227 3.2557  -1.015
O 1.4567 -1.2020 1.3204  1.120
H 2.5754 -4.5975 -2.2491  0.173
H 3.4108 -5.9779 -1.5145  0.483
H 4.3403 -4.6823 -2.2821  0.341
H 4.8621 -5.4110 0.6977  0.260
H 3.4977 -2.8032 3.8550  0.374
F 1.8676 0.3662 -2.5777  -0.265
C 2.3701 -0.6846 -1.8267  1.686
F 3.4752 -0.1711 -1.1811  -0.341
C 2.9279 -1.6135 -2.9233  0.437
F 4.0178 -2.2742 -2.5023  -0.270
F 2.0108 -2.5071 -3.3073  -0.194
F 3.3006 -0.9368 -4.0213  -0.303
C -2.1481 5.9501 4.0747  -1.657
C -1.6971 5.0516 2.9580  0.667
C -1.4476 5.5412 1.6878  -0.966
C -1.0076 4.7398 0.6384  1.028
C -0.6418 5.4959 -0.6166  -1.592
C -0.8698 3.3536 0.8547  0.371
As -0.2349 2.0322 -0.5434  1.393
N 1.1498 1.1272 0.0825  0.759
C 2.1310 1.8392 0.8100  1.087
C 2.1860 3.2465 0.8344  0.038
C 3.1217 3.9457 1.5747  -1.370
C 4.0769 3.2684 2.3128  -0.913
C 4.0962 1.8847 2.2441  -0.881
C 3.1601 1.1854 1.5018  -0.981
C -0.0901 2.9796 -2.2920  0.755
C 1.1281 3.2427 -2.9392  1.021
C 2.5034 3.0468 -2.3579  -1.456
C 1.0959 3.8273 -4.2043  -1.363
C -0.0816 4.1825 -4.8369  0.826
C -0.0768 4.8401 -6.1883  -1.617
C -1.2702 3.9648 -4.1534  -1.421
C -1.2979 3.3910 -2.8917  1.123
C -2.6477 3.3687 -2.2026  -1.425
C -1.0635 2.8494 2.1548  0.091
C -0.8347 1.4199 2.5731  -0.784
C -1.4725 3.7037 3.1718  -0.763
H -2.1266 6.9962 3.7737  0.355
H -1.5064 5.8274 4.9479  0.374
H -3.1672 5.7027 4.3777  0.324
H -1.5628 6.6031 1.5001  0.376
H -0.4286 6.5318 -0.3572  0.544
H -1.4600 5.5014 -1.3346  0.268
H 0.2350 5.0891 -1.1073  0.210
H 1.5000 3.8050 0.2142  0.774
H 3.1073 5.0290 1.5571  0.473
H 4.8103 3.8059 2.8990  0.403
H 4.8607 1.3298 2.7741  0.477
H 3.2577 0.1219 1.4366  0.324
H 2.5141 2.4172 -1.4837  -0.497
H 2.9268 4.0180 -2.0884  0.502
H 3.1567 2.5942 -3.1024  0.612
H 2.0424 4.0196 -4.6980  0.397
H 0.9263 4.8564 -6.6110  0.387
H -0.4286 5.8704 -6.1084  0.308
H -0.7389 4.3184 -6.8802  0.370
H -2.2086 4.2769 -4.6021  0.478
H -3.0936 4.3632 -2.2460  0.600
H -2.5776 3.0774 -1.1563  -0.210
H -3.3328 2.6864 -2.7009  0.549
H -0.1347 0.8937 1.9340  -0.729
H -1.7840 0.8842 2.5955  0.195
H -0.4250 1.3970 3.5827  0.812
H -1.5976 3.2948 4.1689  0.528
C -4.8105 -5.4464 1.8804  -1.614
C -3.6872 -5.0240 0.9709  0.716
C -3.8625 -4.0190 0.0315  -0.678
C -2.8191 -3.6031 -0.7927  0.663
C -3.0616 -2.5866 -1.8780  -1.135
C -1.5707 -4.1934 -0.6397  1.527
C -1.3785 -5.2443 0.2620  0.993
C -0.0361 -5.9144 0.3631  -1.480
C -2.4435 -5.6470 1.0525  -1.112
C -0.4037 -3.7113 -1.4648  -0.480
O -0.1925 -4.1365 -2.5739  -0.646
O 0.3249 -2.7679 -0.8947  -0.236
H -5.7506 -4.9784 1.5908  0.369
H -4.5947 -5.1666 2.9142  0.301
H -4.9439 -6.5286 1.8560  0.404
H -4.8336 -3.5444 -0.0710  0.306
H -3.8893 -1.9240 -1.6240  0.348
H -3.3147 -3.1048 -2.8054  0.437
H -2.1752 -1.9844 -2.0794  -0.019
H 0.2581 -6.3129 -0.6100  0.375
H -0.0606 -6.7280 1.0863  0.412
H 0.7174 -5.1883 0.6743  0.078
H -2.3002 -6.4605 1.7567  0.411

As for the net charge: 0. For the electronic energy, the calculation gives -175574.952 eV. The value obtained for the LUMO energy is -0.594 eV.

***

Question: Among the records above, which one has the highest electronic energy?
Answer: C49H48AsF5N4O10Ti